Here is 3 unconnected molecules or ions with the total composition C34H75BN5O14S at a distorted geometry from the Open Molecules 2025 dataset. Energies are from ωB97M-V with the def2-TZVPD basis set.

Values from the calculation:
charge	+1
HOMO-LUMO gap	0.2565	hartree
HOMO energy	-10.056	eV
relative energy (zero: lowest compared OMol25 entry of this formula, charge and spin)	12.7	kcal per mole

Positions of all 130 atoms, in Å:
C (-2.359, -4.036, 2.748)
H (-1.763, 0.619, 1.525)
H (0.993, -3.200, -3.338)
H (0.114, -1.617, -6.687)
H (0.488, 2.520, -2.582)
O (-3.657, 0.832, -4.889)
O (-0.715, -0.970, 2.169)
H (-0.310, -1.431, -4.023)
C (0.382, 0.092, -1.032)
O (-1.661, 3.189, 7.980)
H (-1.213, -5.310, 4.021)
S (-1.985, 1.550, -1.466)
H (-4.962, -2.057, 2.355)
H (-3.641, -2.002, -5.306)
H (-1.696, -3.167, 2.776)
H (1.608, -3.667, -1.756)
C (-2.220, -4.881, 3.997)
H (-2.917, 4.762, 7.763)
H (2.922, -0.138, 0.163)
N (-2.429, -4.096, 5.207)
O (-3.713, -3.650, 2.516)
H (0.922, 0.345, 0.976)
H (2.131, 4.878, -4.073)
N (-2.709, -0.944, -3.712)
O (2.718, 4.646, -6.004)
H (3.810, 4.398, -4.304)
H (-2.764, -4.153, 7.241)
H (-5.301, -3.923, 5.097)
O (2.533, 2.885, -4.530)
H (-2.935, -5.709, 3.913)
C (-0.237, 0.651, -3.445)
N (-0.580, 4.235, 5.376)
C (-1.124, -0.159, 1.100)
H (-3.239, -3.505, 5.084)
H (-0.126, 3.871, 9.206)
O (2.169, -0.176, -5.565)
C (6.010, -1.243, -2.624)
H (-1.627, 2.191, -4.184)
H (2.146, -2.211, 0.064)
H (-1.861, -2.022, -5.325)
H (3.690, -0.339, -2.816)
H (-1.021, 1.150, -5.384)
H (-1.319, -0.472, -2.146)
O (-0.750, 1.423, 3.864)
C (-1.917, 4.473, 7.430)
H (0.086, -4.307, -2.340)
H (-0.399, 2.122, 9.155)
H (-3.593, -6.434, 7.462)
C (-0.528, 3.898, 3.959)
H (4.737, 2.729, -5.982)
C (-3.723, -5.904, 6.515)
H (3.689, 1.098, -0.740)
H (-5.275, -5.617, 4.515)
N (6.482, 1.223, -2.792)
C (-1.372, 1.152, -4.356)
H (-4.235, -2.034, -2.785)
H (-0.369, 1.432, 5.914)
B (0.573, -1.500, -0.854)
H (-2.619, 3.657, 5.611)
C (-0.377, 3.030, 8.555)
H (-2.097, 1.329, 5.464)
H (6.909, -1.782, -2.333)
H (4.737, 5.147, -6.188)
H (-4.580, -0.324, -2.869)
C (1.179, 2.527, -4.594)
C (4.421, 3.164, -6.933)
H (-1.201, 2.681, 2.363)
C (-1.287, 2.673, 3.455)
H (-2.061, -4.646, 1.890)
C (-3.996, -2.297, 2.800)
C (3.002, 0.259, -0.843)
H (5.569, 1.659, -2.728)
H (-1.655, -5.378, 6.651)
C (-2.602, -4.873, 6.435)
H (-2.741, -2.970, -4.154)
C (-1.919, 4.446, 5.916)
H (-1.212, 5.216, 7.815)
H (5.422, -1.953, -3.209)
H (5.261, 3.150, -7.626)
C (-2.668, 0.347, -4.350)
C (-1.083, 1.031, 5.195)
H (-4.068, -2.117, 3.879)
C (0.401, -0.613, -4.009)
H (0.581, 3.439, -4.615)
C (6.289, -0.047, -3.534)
H (-0.120, 3.505, 5.900)
C (-3.788, -1.051, -2.709)
C (0.028, 0.568, 0.397)
H (-1.017, -0.057, 5.246)
C (3.686, -0.720, -1.803)
O (-5.030, -5.367, 6.570)
O (3.339, 2.401, -7.445)
H (5.418, 0.069, -4.187)
H (-3.655, -6.665, 5.728)
H (5.549, 0.016, -0.934)
H (0.406, 2.919, 7.797)
H (-6.660, -4.991, 5.425)
H (1.225, -0.957, -3.398)
H (-1.796, -0.713, 0.437)
O (1.217, -2.034, 0.231)
H (-3.237, -1.633, 2.376)
H (-0.734, -0.435, 2.967)
C (0.708, -3.418, -2.312)
C (-5.574, -4.956, 5.332)
H (-2.359, 2.718, 3.677)
H (-2.307, 5.399, 5.543)
C (1.009, -0.465, -5.399)
H (3.431, 1.493, -7.161)
H (3.250, -1.717, -1.727)
H (-0.871, 4.768, 3.389)
H (1.606, 1.841, -0.866)
H (-3.384, -0.898, -1.709)
O (1.937, 1.152, -2.729)
C (5.169, -0.890, -1.394)
C (1.712, 0.871, -1.368)
O (0.168, -0.682, -6.465)
H (0.974, 2.002, -5.521)
H (-1.543, 2.683, -2.031)
C (0.813, 1.766, -3.309)
C (2.793, 4.252, -4.673)
C (3.945, 4.585, -6.690)
C (-2.740, -2.026, -4.693)
N (-0.749, 0.384, -2.032)
H (6.986, 1.847, -3.410)
H (0.527, 3.755, 3.708)
H (5.277, -1.698, -0.673)
H (-0.043, 1.651, 0.446)
H (3.792, 5.070, -7.650)
H (7.115, -0.239, -4.209)
O (-0.038, -2.344, -1.754)

Cartesian forces, eV/Å:
C 0.1 -0.2 -0.1
H -0.2 0.1 -0.2
H 0.0 0.3 -0.1
H 0.0 -0.2 -0.1
H -0.4 0.1 0.0
O 1.7 -0.9 1.0
O 0.1 -0.7 -0.4
H -0.3 0.1 -0.1
C 0.5 -0.2 1.1
O 0.2 0.0 0.0
H 0.0 0.0 0.0
S -0.4 -0.1 0.1
H 0.0 -0.1 0.0
H 0.0 0.1 -0.2
H -0.1 0.1 0.1
H 0.0 0.1 0.2
C -0.2 0.1 0.1
H 0.0 0.0 0.0
H -0.2 -0.1 0.1
N -0.1 -0.1 0.0
O 0.1 0.2 0.0
H 0.1 -0.1 0.1
H -0.4 -0.1 -0.1
N 0.5 0.5 0.5
O -0.3 0.6 0.5
H 0.1 -0.1 0.1
H 0.0 0.0 0.0
H 0.1 0.0 -0.1
O -0.1 -0.2 0.5
H 0.1 -0.1 -0.1
C -0.3 1.3 -1.1
N -0.1 -0.2 0.0
C -0.5 1.2 0.9
H 0.0 0.0 0.0
H 0.0 0.0 0.0
O -1.3 -0.4 0.1
C -0.1 -0.1 0.1
H -0.2 0.1 0.2
H 0.2 -0.2 0.4
H 0.1 0.2 -0.2
H -0.5 -0.1 -0.2
H 0.1 -0.2 -0.1
H 0.0 -0.2 -0.2
O -0.1 -0.1 0.1
C -0.3 0.0 0.0
H -0.1 -0.1 0.1
H 0.0 0.0 0.0
H 0.0 0.0 0.0
C 0.2 0.1 0.2
H 0.2 0.0 0.1
C 0.1 -0.1 0.2
H 0.0 0.2 0.0
H 0.1 0.0 0.0
N 0.1 -0.2 -0.5
C -0.1 -0.8 0.1
H 0.0 -0.2 0.2
H -0.1 0.1 0.1
B -0.4 -0.7 -0.3
H -0.1 0.1 0.0
C -0.1 -0.1 0.0
H 0.0 0.1 0.0
H 0.3 0.2 0.1
H 0.0 0.1 0.3
H 0.0 0.1 -0.1
C 0.3 0.5 0.0
C -0.4 -0.4 0.5
H 0.0 0.0 0.0
C 0.0 0.1 -0.3
H 0.0 0.0 0.0
C -0.1 -0.1 0.0
C 0.4 0.2 -0.5
H -0.1 0.1 0.3
H 0.0 -0.1 0.0
C 0.1 0.2 0.0
H 0.1 -0.1 0.1
C 0.2 -0.1 0.0
H 0.1 0.0 -0.1
H 0.1 -0.2 -0.1
H 0.2 0.2 0.0
C -2.1 1.1 -1.2
C 0.2 -0.2 -0.1
H 0.0 0.2 0.0
C 0.2 -0.6 -0.2
H -0.3 0.0 -0.1
C -0.8 0.3 0.0
H 0.0 0.0 0.1
C -0.1 0.1 -0.3
C 0.4 -0.5 -0.2
H 0.0 0.0 0.0
C 0.8 0.1 1.2
O 0.0 0.0 -0.1
O -0.1 0.3 -0.3
H 0.0 -0.1 -0.2
H 0.0 0.1 -0.1
H 0.1 0.1 0.1
H 0.1 0.1 0.0
H 0.0 0.0 0.0
H 0.2 0.3 0.2
H 0.3 -0.4 -0.2
O 0.3 0.4 -0.5
H 0.0 0.0 0.1
H 0.1 0.4 0.1
C -0.4 -0.8 0.0
C -0.1 0.0 0.2
H 0.0 0.0 0.2
H 0.0 0.0 0.0
C 1.5 0.2 -0.2
H 0.0 -0.3 0.1
H -0.3 -0.1 -0.5
H -0.1 0.0 0.0
H -0.2 0.1 0.1
H -0.1 -0.2 0.2
O 0.1 0.0 -0.1
C -0.1 -0.4 -0.4
C -0.3 0.4 0.1
O -0.1 0.3 0.4
H 0.1 -0.2 -0.1
H 0.3 -0.2 0.0
C 0.4 -0.5 0.5
C 0.7 0.1 -0.5
C 0.3 -0.2 -0.9
C -0.3 -0.4 0.1
N 0.1 0.1 0.0
H 0.2 0.1 0.1
H 0.0 0.0 -0.1
H -0.1 0.0 0.2
H -0.3 0.1 -0.1
H -0.2 0.1 -0.1
H 0.3 0.0 0.1
O 0.4 0.8 -0.3